Molecular formula: C27H79BeN12O9P4S
Method: DFT, ωB97M-V/def2-TZVPD

XYZ file:
```
133
Properties=species:S:1:pos:R:3:mulliken_charge:R:1
Be 12.125 12.089 13.072 1.36
C 15.577 12.419 11.929 -0.79
O 14.529 12.878 12.778 -0.48
H 15.461 12.749 10.897 0.20
H 16.562 12.727 12.279 0.31
H 15.673 11.340 11.811 0.13
C 13.906 8.113 8.516 -0.39
C 13.797 6.952 9.518 -0.35
O 12.714 7.301 10.373 -0.35
S 12.166 8.853 10.198 0.89
O 12.245 9.727 11.373 -0.24
O 10.829 8.792 9.587 -0.64
O 13.414 9.230 9.242 -0.23
H 13.368 7.975 7.578 0.27
H 14.923 8.438 8.297 0.32
H 14.766 6.860 10.009 0.27
H 13.566 5.962 9.123 0.31
O 9.821 11.509 13.514 0.69
P 8.452 11.590 14.055 -0.89
N 7.607 13.076 13.905 0.70
C 7.369 13.953 15.017 -1.16
C 7.040 13.498 12.667 -1.29
N 8.394 11.238 15.719 0.53
C 9.364 10.284 16.312 -1.63
C 7.101 11.098 16.425 -1.15
N 7.442 10.339 13.374 0.55
C 5.949 10.330 13.161 -0.99
C 8.128 9.259 12.683 -0.95
H 6.286 13.940 15.147 0.38
H 7.608 14.987 14.767 0.47
H 7.993 13.662 15.862 0.17
H 7.010 14.587 12.703 0.55
H 5.980 13.243 12.683 0.26
H 7.721 13.213 11.866 0.13
H 10.355 10.594 15.980 0.07
H 9.305 10.247 17.400 0.48
H 9.201 9.295 15.883 0.62
H 7.271 11.180 17.499 0.31
H 6.307 11.800 16.173 0.33
H 6.697 10.112 16.195 0.35
H 5.521 10.823 14.034 0.32
H 5.638 10.900 12.285 0.24
H 5.537 9.323 13.107 0.39
H 7.479 8.479 12.285 0.42
H 8.718 8.710 13.417 0.16
H 8.831 9.630 11.938 0.17
O 11.575 13.255 11.093 -0.43
P 11.046 13.761 9.762 -0.36
N 10.960 15.432 9.605 0.00
C 12.241 16.191 9.675 -0.95
C 9.941 16.131 10.380 -0.98
N 9.514 13.167 9.298 0.38
C 9.118 11.752 9.420 -0.89
C 8.394 13.951 8.664 -1.08
N 11.936 13.371 8.332 0.74
C 11.731 13.912 7.000 -1.25
C 12.990 12.334 8.296 -0.93
H 12.004 17.197 9.327 0.47
H 12.892 15.772 8.908 0.32
H 12.726 16.178 10.651 0.17
H 9.224 16.430 9.615 0.32
H 10.366 16.950 10.960 0.57
H 9.500 15.441 11.099 0.06
H 8.036 11.735 9.556 0.56
H 9.307 11.140 8.537 0.34
H 9.713 11.318 10.223 -0.18
H 7.695 13.329 8.103 0.51
H 8.026 14.747 9.310 0.24
H 8.934 14.514 7.903 0.33
H 12.660 14.305 6.586 0.42
H 11.265 13.301 6.227 0.30
H 11.022 14.736 7.078 0.34
H 12.599 11.439 7.812 0.33
H 13.363 12.047 9.279 -0.06
H 13.852 12.664 7.716 0.36
O 12.392 10.124 14.585 0.39
P 13.202 9.043 15.319 -0.57
N 12.262 7.606 15.419 0.30
C 11.308 7.357 16.488 -1.25
C 11.953 6.808 14.258 -0.70
N 13.656 9.472 16.958 0.42
C 12.900 10.543 17.574 -0.45
C 14.359 8.488 17.890 -0.85
N 14.734 8.544 14.675 0.61
C 15.289 7.148 14.623 -1.00
C 15.729 9.610 14.526 -1.08
H 10.296 7.310 16.086 0.46
H 11.251 8.125 17.259 0.27
H 11.487 6.379 16.935 0.33
H 11.498 5.856 14.533 0.39
H 12.730 6.835 13.494 0.11
H 11.098 7.284 13.778 0.04
H 12.355 11.105 16.815 -0.34
H 12.117 10.107 18.194 0.22
H 13.621 11.072 18.197 0.47
H 14.921 9.099 18.596 0.36
H 13.627 7.868 18.408 0.28
H 14.953 7.812 17.276 0.10
H 15.382 6.734 15.627 0.25
H 14.665 6.444 14.072 0.27
H 16.272 7.185 14.153 0.44
H 16.312 9.353 13.642 0.43
H 16.420 9.610 15.369 0.26
H 15.221 10.571 14.448 0.23
O 11.862 13.399 15.093 -0.36
P 11.660 14.740 15.757 -0.08
N 11.387 16.073 14.738 0.20
C 10.030 16.246 14.137 -0.99
C 12.411 16.480 13.818 -1.17
N 13.063 15.235 16.751 0.36
C 13.201 16.499 17.454 -1.05
C 13.881 14.181 17.304 -0.87
N 10.405 14.722 17.030 0.64
C 9.945 15.973 17.629 -1.36
C 10.395 13.592 18.003 -0.86
H 9.992 17.100 13.459 0.55
H 9.332 16.424 14.955 0.32
H 9.641 15.382 13.599 0.09
H 13.428 16.294 14.162 0.43
H 12.367 17.569 13.842 0.51
H 12.278 16.280 12.755 0.12
H 14.238 16.831 17.507 0.36
H 12.600 17.282 16.991 0.32
H 12.914 16.430 18.503 0.34
H 13.289 13.729 18.100 0.29
H 14.053 13.436 16.527 0.11
H 14.787 14.547 17.786 0.41
H 10.318 16.181 18.632 0.29
H 10.270 16.796 16.994 0.46
H 8.859 15.984 17.716 0.32
H 10.325 12.644 17.470 -0.06
H 9.551 13.730 18.680 0.45
H 11.342 13.536 18.539 0.30
```

The charge is +1.



Molecular formula: C27H79BrCuN12O5P4
Method: DFT, ωB97M-V/def2-TZVPD

XYZ file:
```
129
Properties=species:S:1:pos:R:3:mulliken_spin:R:1
Cu 0.795 -0.138 -0.505 0.66
Br 2.954 -1.722 -0.017 0.29
C 1.589 1.881 -4.637 0.02
C 1.543 0.518 -3.944 -0.01
C 2.945 -0.098 -3.860 0.04
O 0.829 0.539 -2.755 0.83
H 0.573 2.243 -4.794 0.00
H 1.969 1.937 -5.657 0.00
H 2.165 2.540 -3.987 0.00
H 1.005 -0.167 -4.598 0.10
H 3.011 -1.098 -3.433 0.00
H 3.644 0.548 -3.328 0.00
H 3.432 -0.087 -4.835 0.00
O 0.273 -0.023 1.662 0.00
P -0.274 -0.421 2.965 0.00
N -0.543 -2.127 3.223 0.00
C -1.725 -2.909 2.817 0.00
C 0.676 -2.925 3.277 0.00
N -1.790 0.344 3.311 0.00
C -1.989 1.754 2.874 0.00
C -2.732 -0.079 4.366 0.00
N 0.635 -0.070 4.322 0.00
C 0.190 -0.383 5.660 0.00
C 2.121 0.283 4.300 0.00
H -2.639 -2.322 2.905 0.00
H -1.732 -3.814 3.424 0.00
H -1.754 -3.194 1.766 0.00
H 1.359 -2.609 2.489 0.00
H 0.526 -4.004 3.321 0.00
H 1.190 -2.700 4.211 0.00
H -3.037 2.051 2.882 0.00
H -1.405 2.380 3.549 0.00
H -1.553 1.994 1.904 0.00
H -2.687 -1.134 4.636 0.00
H -2.559 0.451 5.303 0.00
H -3.763 0.128 4.081 0.00
H 0.895 -0.142 6.455 0.00
H -0.611 0.310 5.919 0.00
H -0.376 -1.311 5.736 0.00
H 2.504 0.312 3.279 0.00
H 2.782 -0.367 4.872 0.00
H 2.168 1.342 4.553 0.00
O -1.435 0.757 -0.327 0.00
P -2.485 1.573 -1.045 0.01
N -4.113 1.448 -0.473 0.00
C -4.470 0.230 0.275 0.00
C -5.220 1.904 -1.360 0.00
N -2.770 1.001 -2.647 -0.01
C -2.799 -0.501 -2.807 0.01
C -2.722 1.797 -3.905 0.00
N -2.157 3.220 -1.260 0.00
C -0.927 3.681 -2.011 -0.01
C -2.739 4.202 -0.366 0.00
H -3.630 -0.341 0.669 0.00
H -4.978 -0.504 -0.350 0.00
H -5.163 0.640 1.010 0.00
H -6.171 1.905 -0.827 0.00
H -5.277 1.374 -2.311 0.00
H -4.963 2.880 -1.772 0.00
H -3.495 -0.981 -2.119 0.00
H -3.116 -0.833 -3.796 0.00
H -1.795 -0.846 -2.557 -0.01
H -3.115 2.774 -3.621 0.00
H -1.789 1.930 -4.452 0.00
H -3.385 1.355 -4.649 0.00
H -0.950 4.758 -2.174 0.00
H -0.096 3.649 -1.307 0.00
H -0.656 3.144 -2.920 0.00
H -2.014 4.505 0.389 0.00
H -3.612 3.930 0.228 0.00
H -3.131 5.111 -0.824 0.00
O 2.197 1.489 0.190 0.03
P 3.169 2.552 0.548 0.00
N 3.326 3.795 -0.620 0.00
C 4.428 4.724 -0.535 0.00
C 2.472 3.875 -1.708 0.01
N 4.729 1.913 0.895 0.00
C 5.544 1.513 -0.254 0.00
C 4.830 0.911 1.997 0.00
N 2.845 3.369 2.033 0.00
C 1.542 3.378 2.626 0.00
C 3.725 4.367 2.688 0.00
H 4.606 5.268 -1.462 0.00
H 5.299 4.137 -0.243 0.00
H 4.235 5.535 0.168 0.00
H 1.697 4.640 -1.662 0.00
H 1.845 2.990 -1.814 0.00
H 3.014 4.130 -2.619 0.00
H 5.555 2.242 -1.064 0.00
H 6.554 1.164 -0.038 0.00
H 5.072 0.602 -0.621 0.00
H 4.421 1.390 2.887 0.00
H 4.215 0.026 1.833 0.00
H 5.889 0.699 2.148 0.00
H 1.151 4.395 2.601 0.00
H 0.841 2.651 2.216 0.00
H 1.600 3.214 3.703 0.00
H 3.487 4.507 3.742 0.00
H 3.513 5.298 2.163 0.00
H 4.792 4.152 2.624 0.00
O -0.297 -2.183 -0.622 0.04
P -0.719 -3.579 -1.055 -0.02
N -2.369 -3.658 -1.602 0.00
C -2.870 -4.524 -2.726 0.00
C -3.404 -3.177 -0.574 0.00
N -0.450 -4.758 0.130 0.00
C 0.839 -5.101 0.708 0.00
C -1.470 -5.863 0.370 0.00
N 0.115 -4.238 -2.366 0.00
C 0.742 -3.315 -3.270 0.00
C 0.187 -5.643 -2.709 0.00
H -3.786 -4.066 -3.100 0.00
H -3.068 -5.511 -2.309 0.00
H -2.131 -4.529 -3.528 0.00
H -4.323 -3.027 -1.139 0.00
H -3.130 -2.263 -0.046 0.00
H -3.509 -3.975 0.161 0.00
H 1.326 -5.835 0.066 0.00
H 1.398 -4.170 0.797 0.00
H 0.770 -5.445 1.739 0.00
H -2.362 -5.633 0.954 0.00
H -2.034 -6.046 -0.545 0.00
H -0.951 -6.746 0.741 0.00
H 1.306 -3.710 -4.115 0.00
H 0.027 -2.588 -3.655 0.00
H 1.485 -2.768 -2.689 -0.01
H 1.218 -5.996 -2.716 0.00
H -0.223 -5.757 -3.712 0.00
H -0.339 -6.297 -2.013 0.00
```

The charge is +1. Its spin multiplicity is 3.



Molecular formula: C27H79O13Zr
Method: DFT, ωB97M-V/def2-TZVPD

XYZ file:
```
120
Properties=species:S:1:pos:R:3:mulliken_charge:R:1
Zr 1.271 -30.074 -2.419 1.82
C 0.322 -33.134 0.562 -0.42
C -0.030 -31.677 0.345 0.99
C 0.323 -30.841 1.574 -0.83
O 0.562 -31.118 -0.833 0.00
H -0.229 -33.527 1.416 -0.13
H 1.397 -33.225 0.736 0.29
H 0.058 -33.766 -0.289 0.03
H -1.120 -31.546 0.273 -0.38
H 1.398 -30.868 1.764 0.35
H -0.200 -31.273 2.426 0.28
H 0.024 -29.803 1.452 -0.28
C -3.695 -32.331 3.369 -0.82
C -2.810 -33.287 4.156 0.24
O -3.575 -34.355 4.722 -0.62
H -3.081 -31.672 2.737 0.00
H -4.257 -31.654 4.013 0.48
H -4.369 -32.882 2.714 0.32
H -2.263 -32.772 4.954 0.42
H -2.062 -33.714 3.481 -0.31
H -4.096 -33.973 5.437 0.34
C -2.182 -38.269 2.105 -1.46
C -2.084 -36.828 2.559 0.73
O -3.353 -36.173 2.435 -0.60
H -2.413 -38.439 1.058 0.24
H -2.905 -38.767 2.751 0.43
H -1.221 -38.714 2.387 0.40
H -1.348 -36.263 1.959 -0.30
H -1.697 -36.785 3.579 0.38
H -3.507 -35.718 3.276 0.19
C 2.125 -27.829 1.005 -0.93
C 1.106 -27.677 -0.083 0.48
O 1.691 -28.189 -1.420 -0.67
H 1.628 -27.569 1.949 0.17
H 3.026 -27.230 0.879 0.51
H 2.447 -28.869 1.102 0.24
H 0.821 -26.641 -0.255 0.38
H 0.226 -28.289 0.085 -0.24
H 2.372 -27.521 -1.641 0.36
C 5.007 -36.373 0.565 -1.22
C 4.183 -35.350 1.305 0.68
O 4.265 -35.555 2.683 -0.50
H 5.013 -36.143 -0.501 0.25
H 4.630 -37.381 0.738 0.30
H 6.031 -36.336 0.934 0.40
H 3.116 -35.315 1.033 -0.26
H 4.652 -34.364 1.108 0.21
H 3.699 -34.918 3.169 0.37
C 0.995 -37.628 -0.138 0.11
C 0.670 -38.579 -1.281 -0.70
O 1.459 -38.310 -2.441 -0.53
H 0.333 -37.846 0.701 -0.02
H 0.951 -36.583 -0.446 -0.36
H 2.015 -37.844 0.201 0.43
H -0.365 -38.427 -1.590 0.31
H 0.778 -39.619 -0.963 0.37
H 2.386 -38.440 -2.209 0.32
C -4.593 -31.479 -0.401 -0.27
C -5.642 -30.586 0.285 -0.64
O -6.927 -31.165 0.215 -0.52
H -4.932 -31.701 -1.412 0.53
H -4.459 -32.359 0.228 0.06
H -3.638 -30.941 -0.480 -0.07
H -5.653 -29.612 -0.225 0.37
H -5.354 -30.417 1.323 0.19
H -7.282 -31.016 -0.667 0.34
C -0.595 -32.209 -5.380 -1.30
C -0.289 -32.553 -3.943 -0.01
O 1.009 -31.904 -3.521 -0.32
H -0.868 -31.155 -5.471 0.33
H -1.406 -32.828 -5.766 0.42
H 0.230 -32.416 -6.067 0.34
H -0.198 -33.631 -3.811 0.20
H -1.043 -32.189 -3.243 0.43
H 1.724 -32.581 -3.829 0.37
C -3.067 -27.818 1.401 -0.86
C -2.327 -27.861 2.721 0.65
O -2.726 -26.809 3.585 -0.55
H -2.664 -28.573 0.705 0.02
H -2.973 -26.862 0.885 0.44
H -4.118 -28.071 1.529 0.27
H -1.230 -27.813 2.606 -0.23
H -2.499 -28.821 3.211 -0.05
H -2.318 -26.000 3.261 0.34
C -3.134 -34.588 -1.999 -0.69
C -2.859 -35.493 -0.827 0.62
O -4.050 -36.041 -0.325 -0.55
H -3.827 -33.801 -1.720 0.16
H -3.480 -35.145 -2.872 0.43
H -2.183 -34.175 -2.370 -0.22
H -2.384 -34.944 0.013 -0.18
H -2.070 -36.251 -1.005 0.06
H -3.968 -35.965 0.642 0.48
C 2.442 -34.593 -1.940 0.09
C 3.195 -34.751 -3.252 -0.70
O 2.870 -33.604 -4.094 -0.50
H 2.801 -35.333 -1.230 -0.11
H 1.367 -34.711 -2.087 0.05
H 2.680 -33.610 -1.519 0.14
H 2.901 -35.670 -3.756 0.37
H 4.258 -34.727 -3.014 0.42
H 3.522 -33.550 -4.805 0.29
C 0.148 -29.764 5.141 -0.64
C 1.503 -29.281 4.639 0.10
O 1.407 -27.879 4.364 -0.53
H -0.198 -29.188 5.997 0.59
H 0.156 -30.819 5.437 0.11
H -0.579 -29.698 4.333 -0.14
H 1.793 -29.836 3.745 -0.10
H 2.279 -29.482 5.384 0.37
H 1.025 -27.475 5.152 0.33
C 0.916 -35.231 4.334 -1.20
C 1.372 -33.797 4.527 0.65
O 2.760 -33.770 4.133 -0.58
H 0.844 -35.483 3.274 0.11
H -0.108 -35.299 4.717 0.39
H 1.540 -35.930 4.880 0.42
H 1.282 -33.542 5.583 0.49
H 0.805 -33.124 3.876 -0.50
H 3.220 -32.995 4.472 0.22
```

The charge is +3.



Number 1: E_tot -4188.5033 Eh. Number 2: E_tot -7689.1760 Eh. Number 3: E_tot -2100.0530 Eh.